[1]
{"formula": "C25H22AsCl4MnN3", "method": "ωB97M-V/def2-TZVPD", "elements": ["Mn", "Cl", "C", "Cl", "H", "H", "Cl", "C", "C", "C", "C", "C", "Cl", "C", "N", "H", "H", "H", "C", "C", "C", "C", "C", "C", "As", "C", "C", "C", "C", "C", "C", "C", "C", "C", "C", "C", "C", "H", "H", "H", "H", "H", "H", "H", "H", "H", "H", "H", "H", "H", "N", "N", "H", "H", "H", "H"], "xyz": [[1.75, 1.05, 0.94], [0.55, 5.01, -1.57], [2.21, 4.56, -0.98], [2.23, 3.56, 0.68], [2.77, 5.54, -0.80], [2.64, 3.94, -1.74], [-0.33, 2.28, 5.43], [0.40, 0.74, 4.99], [0.36, -0.33, 5.90], [1.18, -1.47, 5.75], [1.99, -1.58, 4.61], [1.96, -0.57, 3.66], [2.98, -0.74, 2.20], [0.99, 0.47, 3.70], [0.58, 0.97, 2.47], [-0.36, -0.23, 6.75], [1.08, -2.25, 6.45], [2.55, -2.52, 4.50], [-2.52, -3.54, 0.69], [-2.76, -2.14, 0.82], [-1.86, -1.22, 0.34], [-0.69, -1.63, -0.27], [-0.33, -2.99, -0.27], [-1.24, -3.91, 0.20], [0.51, -0.20, -0.86], [-0.57, 0.88, -1.96], [-1.42, 1.87, -1.56], [-2.21, 2.50, -2.54], [-2.19, 2.15, -3.89], [-1.27, 1.18, -4.29], [-0.52, 0.46, -3.34], [0.39, -0.65, -3.59], [0.57, -1.22, -4.86], [1.54, -2.25, -4.96], [2.31, -2.62, -3.84], [2.07, -2.10, -2.57], [1.09, -1.11, -2.45], [-3.18, -4.27, 1.12], [-3.69, -1.90, 1.27], [-2.14, -0.19, 0.33], [0.64, -3.31, -0.64], [-0.94, -4.90, 0.22], [-1.45, 2.22, -0.51], [-2.84, 3.31, -2.20], [-2.87, 2.60, -4.53], [-1.18, 1.00, -5.39], [-0.07, -0.98, -5.65], [1.66, -2.76, -5.92], [3.05, -3.44, -3.90], [2.61, -2.54, -1.71], [-0.93, 2.70, 1.68], [-0.79, 1.46, 2.54], [-1.69, 3.29, 2.08], [-0.09, 3.29, 1.78], [-1.49, 0.75, 2.20], [-1.08, 1.76, 3.50]], "total_charge": 1, "lumo_energy_ev": [-2.5, -2.6], "spin_multiplicity": 5, "s_squared": 6.069}



[2]
{"formula": "C28H47InNO2P2", "method": "ωB97M-V/def2-TZVPD", "elements": ["In", "C", "C", "C", "C", "C", "C", "H", "H", "H", "C", "H", "H", "H", "C", "H", "H", "H", "C", "H", "H", "H", "C", "H", "H", "H", "C", "C", "C", "C", "C", "C", "C", "C", "H", "H", "H", "H", "H", "H", "H", "H", "H", "H", "H", "H", "P", "P", "C", "C", "H", "H", "H", "H", "C", "H", "H", "H", "C", "H", "H", "H", "C", "H", "H", "H", "C", "H", "H", "H", "O", "C", "C", "C", "C", "O", "N", "H", "H", "H", "H"], "xyz": [[-1.07, -1.47, 0.09], [3.69, 0.44, 1.19], [3.53, 1.63, 0.43], [2.88, 2.06, 2.62], [3.30, 0.72, 2.55], [3.02, 2.63, 1.33], [4.26, -0.83, 0.70], [4.13, -0.96, -0.38], [3.80, -1.70, 1.21], [5.35, -0.89, 0.90], [3.39, -0.23, 3.67], [3.56, -1.25, 3.31], [2.45, -0.18, 4.25], [4.21, 0.04, 4.36], [2.43, 2.75, 3.86], [3.27, 2.95, 4.52], [1.73, 2.12, 4.40], [1.96, 3.70, 3.61], [2.77, 4.05, 1.00], [3.61, 4.71, 1.34], [1.85, 4.43, 1.49], [2.67, 4.20, -0.09], [3.87, 1.84, -0.98], [4.88, 2.25, -1.09], [3.18, 2.53, -1.46], [3.85, 0.89, -1.52], [-2.27, -2.80, -2.48], [-1.01, -3.20, -3.25], [-0.56, -2.54, -4.56], [-1.18, -1.15, -4.79], [-1.51, -0.25, -3.61], [-2.79, 0.00, -3.26], [-3.90, -0.98, -3.33], [-3.40, -2.43, -3.35], [-0.73, -3.20, -5.41], [-2.10, -1.26, -5.37], [0.54, -2.45, -4.54], [-3.12, -2.68, -4.37], [-2.50, -3.51, -1.69], [-0.93, -4.32, -3.24], [-4.25, -3.05, -3.08], [-4.60, -0.78, -2.50], [-3.13, 1.05, -3.17], [-4.43, -0.78, -4.27], [-0.44, -0.59, -5.39], [-0.78, 0.56, -3.47], [0.06, -2.46, -1.99], [-1.15, 1.80, 0.39], [-2.78, -0.26, -0.50], [-2.82, 1.24, -0.43], [-3.70, -0.86, -0.32], [-2.15, -0.62, -1.39], [-2.94, 1.72, -1.39], [-3.60, 1.57, 0.25], [-1.96, 2.97, 1.51], [-1.36, 3.86, 1.68], [-2.12, 2.45, 2.46], [-2.92, 3.25, 1.10], [-0.34, 2.72, -0.97], [-1.06, 3.14, -1.68], [0.33, 2.02, -1.51], [0.28, 3.52, -0.54], [0.09, -3.83, -0.73], [1.04, -3.85, -0.18], [-0.14, -4.78, -1.24], [-0.73, -3.70, 0.02], [1.35, -1.17, -2.21], [1.14, -0.27, -1.57], [1.34, -0.87, -3.27], [2.34, -1.58, -1.91], [-2.26, -1.72, 2.10], [-1.72, -1.12, 3.08], [-2.51, -1.11, 4.36], [-1.56, -0.50, 5.35], [-0.34, -0.12, 4.50], [0.66, 0.47, 4.95], [-0.54, -0.50, 3.18], [-3.41, -0.51, 4.23], [-2.80, -2.13, 4.60], [-1.97, 0.41, 5.81], [-1.26, -1.25, 6.11]], "total_charge": 1, "lumo_energy_ev": [-4.8, -4.9], "e_above_lowest_ev": 1.599}



[3]
{"formula": "C11H26BNO2PS", "method": "ωB97M-V/def2-TZVPD", "elements": ["C", "C", "B", "C", "C", "N", "C", "C", "C", "C", "C", "P", "O", "H", "H", "H", "H", "H", "H", "H", "H", "H", "H", "H", "H", "H", "H", "H", "H", "H", "H", "H", "H", "C", "S", "O", "C", "H", "H", "H", "H", "H", "H"], "xyz": [[-3.73, -1.64, 0.22], [-2.45, -1.45, -0.07], [-0.90, -1.03, -0.54], [-0.98, -0.89, -2.18], [-1.92, -2.04, -2.88], [-1.39, -2.23, -4.28], [0.07, -2.24, 0.00], [1.63, -1.88, 0.14], [2.37, -1.49, -1.24], [2.68, 0.10, -1.27], [2.22, 0.86, -2.61], [-0.58, 0.68, 0.33], [-0.62, 1.89, -0.70], [-4.78, -1.84, 0.61], [0.04, -0.81, -2.70], [-1.54, 0.11, -2.40], [-1.86, -3.05, -2.32], [-3.00, -1.61, -2.85], [-1.59, -3.21, -4.52], [-1.93, -1.65, -4.94], [-0.31, -2.51, 1.08], [-0.15, -3.19, -0.64], [2.15, -2.86, 0.52], [1.86, -1.10, 0.97], [1.86, -1.90, -2.19], [3.42, -2.02, -1.20], [2.23, 0.59, -0.34], [3.84, 0.26, -1.18], [3.00, 1.67, -2.87], [1.20, 1.39, -2.51], [2.09, 0.07, -3.44], [0.61, 0.71, 1.14], [-1.68, 0.95, 1.25], [-1.41, 3.63, 3.99], [0.01, 2.65, 3.45], [-0.37, 1.21, 3.56], [1.05, 3.04, 4.88], [-2.21, 3.50, 3.26], [-1.75, 3.28, 4.97], [-1.13, 4.68, 4.05], [0.56, 2.73, 5.80], [1.25, 4.11, 4.90], [2.00, 2.50, 4.77]], "total_charge": -1, "lumo_energy_ev": 2.4}



[4]
{"formula": "C2H7N2O", "method": "ωB97M-V/def2-TZVPD", "elements": ["N", "C", "N", "C", "O", "H", "H", "H", "H", "H", "H", "H"], "xyz": [[0.96, -0.59, 1.10], [-0.08, -0.11, 0.38], [-1.26, 0.30, 0.93], [0.03, -0.21, -1.13], [0.74, 1.00, -1.27], [0.94, -0.34, 2.08], [1.78, -1.02, 0.76], [-1.59, 0.24, 1.94], [-1.87, 0.72, 0.19], [0.56, -1.15, -1.39], [-0.95, -0.26, -1.51], [0.75, 1.42, -2.09]], "total_charge": 1, "lumo_energy_ev": -3.9, "e_above_lowest_ev": 0.912, "smiles": "NC(=[NH2+])CO"}



[5]
{"formula": "C11H17Cl2NO2PPr", "method": "ωB97M-V/def2-TZVPD", "elements": ["C", "C", "H", "H", "H", "O", "Cl", "Pr", "P", "C", "C", "H", "H", "H", "C", "H", "H", "H", "H", "H", "H", "C", "O", "Cl", "C", "C", "C", "N", "C", "C", "H", "H", "H", "H", "H"], "xyz": [[0.60, -3.89, -1.59], [0.79, -2.69, -0.73], [-0.47, -4.10, -1.64], [1.13, -4.75, -1.16], [0.98, -3.69, -2.60], [-0.09, -2.03, -0.21], [2.45, -2.22, -0.55], [0.19, 2.00, 0.89], [0.00, 1.46, -2.00], [-1.52, 1.88, -2.93], [1.15, 2.75, -2.59], [1.51, -0.33, -2.65], [0.64, 0.35, -4.07], [-0.19, -0.77, -2.94], [0.54, 0.04, -3.01], [2.19, 2.44, -2.40], [0.98, 2.85, -3.67], [-1.26, 2.08, -3.98], [-1.99, 2.78, -2.49], [0.97, 3.71, -2.09], [-2.23, 1.05, -2.86], [-1.92, 0.62, 0.02], [-2.85, 0.00, -0.27], [1.16, 4.14, 1.84], [-0.55, -0.88, 4.99], [-0.82, 0.48, 4.81], [-0.43, 1.10, 3.63], [0.15, 0.39, 2.62], [0.39, -0.94, 2.77], [0.07, -1.59, 3.96], [-0.84, -1.39, 5.90], [-1.32, 1.06, 5.58], [-0.57, 2.18, 3.45], [0.85, -1.44, 1.92], [0.30, -2.66, 4.05]], "total_charge": 2, "lumo_energy_ev": [-8.1, -7.9], "e_above_lowest_ev": 0.000, "spin_multiplicity": 3, "s_squared": 2.003}



[6]
{"formula": "C5H10O2", "method": "ωB97M-V/def2-TZVPD", "elements": ["C", "O", "C", "C", "C", "C", "O", "H", "H", "H", "H", "H", "H", "H", "H", "H", "H"], "xyz": [[-1.11, 1.98, -0.46], [-0.31, 0.83, -0.67], [0.51, 0.55, 0.43], [-0.10, -0.17, 1.58], [0.83, -0.89, 0.63], [0.32, -1.87, -0.42], [0.73, -1.52, -1.72], [-0.49, 2.88, -0.43], [-1.67, 1.90, 0.47], [-1.81, 2.04, -1.30], [1.28, 1.31, 0.60], [0.25, 0.05, 2.59], [-1.17, -0.37, 1.51], [1.81, -1.11, 1.03], [0.74, -2.86, -0.23], [-0.77, -1.96, -0.35], [0.35, -0.65, -1.88]], "lumo_energy_ev": 1.0, "e_above_lowest_ev": 2.505, "smiles": "CO[C@H]1C[C@H]1CO"}



[7]
{"formula": "C4H12N2", "method": "ωB97M-V/def2-TZVPD", "elements": ["N", "C", "C", "C", "C", "N", "H", "H", "H", "H", "H", "H", "H", "H", "H", "H", "H", "H"], "xyz": [[-3.12, -0.95, 0.80], [2.64, -1.31, -0.92], [1.37, -0.87, -0.14], [1.15, 0.63, 0.05], [-0.18, 1.03, 0.45], [-1.14, 1.90, -0.14], [-2.84, -0.07, 0.38], [-3.80, -0.75, 1.52], [3.57, -0.86, -0.61], [2.50, -0.88, -1.92], [2.73, -2.38, -0.91], [0.62, -0.71, -0.91], [1.02, -1.66, 0.54], [1.89, 1.32, 0.50], [-0.51, 0.90, 1.49], [-0.94, 0.67, -0.43], [-0.61, 2.39, -0.88], [-3.56, -1.48, 0.06]], "lumo_energy_ev": -0.6, "e_above_lowest_ev": 7.282}



[8]
{"formula": "C48H54F12IN3O14S2", "method": "ωB97M-V/def2-TZVPD", "elements": ["O", "C", "O", "C", "C", "C", "C", "C", "C", "C", "C", "O", "O", "C", "C", "O", "N", "C", "O", "F", "C", "C", "C", "C", "C", "N", "C", "C", "C", "N", "C", "F", "F", "C", "F", "F", "F", "C", "C", "I", "C", "S", "O", "O", "C", "F", "F", "C", "F", "F", "F", "C", "C", "F", "C", "S", "H", "H", "H", "H", "H", "H", "H", "H", "H", "H", "H", "H", "H", "H", "H", "H", "H", "H", "C", "C", "C", "O", "H", "H", "H", "H", "H", "H", "C", "C", "C", "O", "H", "H", "H", "H", "H", "H", "C", "C", "C", "O", "H", "H", "H", "H", "H", "H", "C", "C", "C", "O", "H", "H", "H", "H", "H", "H", "C", "C", "C", "O", "H", "H", "H", "H", "H", "H", "C", "C", "C", "O", "H", "H", "H", "H", "H", "H"], "xyz": [[-0.93, 1.42, 3.32], [-1.28, 2.27, 2.55], [-1.69, 2.04, 1.27], [-2.54, 0.90, 1.16], [-2.54, 0.45, -0.33], [-1.09, 0.25, -0.73], [-0.44, 1.29, -1.40], [-1.17, 2.58, -1.77], [-2.02, 2.28, -3.05], [-2.33, 3.52, -3.88], [-3.10, 4.58, -3.09], [-3.80, 4.29, -2.14], [-2.95, 5.86, -3.50], [0.89, 1.19, -1.77], [1.66, 2.30, -2.46], [1.81, 3.38, -1.94], [2.30, 2.11, -3.77], [1.50, 1.37, -4.65], [0.45, 1.74, -5.09], [2.00, 0.17, -5.03], [1.57, 0.00, -1.48], [3.02, -0.15, -1.89], [3.34, -1.12, -2.83], [4.69, -1.15, -3.17], [5.53, -0.24, -2.56], [5.23, 0.65, -1.64], [3.94, 0.70, -1.30], [0.91, -1.00, -0.85], [-0.42, -0.92, -0.45], [-1.14, -1.99, 0.20], [-1.64, -2.99, -0.75], [-1.54, -4.23, -0.26], [-0.94, -3.01, -1.91], [-3.14, -2.82, -1.19], [-3.26, -2.00, -2.23], [-3.96, -2.48, -0.21], [-3.55, -4.03, -1.63], [-0.35, -2.67, 1.20], [-0.92, -3.07, 2.39], [-2.97, -2.68, 2.81], [-0.19, -3.77, 3.34], [-0.82, -4.39, 4.90], [-1.60, -3.45, 5.64], [0.31, -4.82, 5.68], [-1.73, -5.95, 4.49], [-2.99, -5.75, 4.09], [-1.08, -6.50, 3.44], [-1.71, -7.02, 5.65], [-1.62, -6.51, 6.86], [-0.76, -7.92, 5.41], [-2.87, -7.70, 5.57], [1.14, -4.05, 3.14], [1.72, -3.65, 1.98], [3.01, -3.90, 1.76], [0.99, -2.99, 1.03], [1.78, -2.52, -0.49], [-1.25, 3.33, 2.85], [-3.56, 1.16, 1.48], [-2.21, 0.05, 1.76], [-3.04, 1.24, -0.89], [-3.13, -0.45, -0.44], [-1.84, 2.90, -0.97], [-0.48, 3.41, -1.94], [-1.41, 1.59, -3.65], [-2.94, 1.74, -2.82], [-3.01, 3.22, -4.68], [-1.45, 3.95, -4.38], [-2.58, 5.81, -4.39], [3.21, 1.67, -3.65], [2.61, -1.78, -3.27], [5.07, -1.86, -3.90], [6.58, -0.27, -2.86], [3.61, 1.42, -0.56], [1.70, -4.59, 3.90], [1.27, 8.15, -4.56], [0.18, 7.45, -3.79], [-0.48, 8.22, -2.66], [-0.16, 6.32, -4.06], [1.65, 7.49, -5.33], [0.87, 9.05, -5.03], [2.08, 8.42, -3.88], [-0.95, 9.12, -3.06], [0.26, 8.49, -1.91], [-1.24, 7.59, -2.20], [9.37, 0.01, 1.26], [8.01, 0.19, 0.64], [6.93, 0.78, 1.51], [7.79, -0.11, -0.51], [10.05, -0.42, 0.53], [9.77, 0.97, 1.59], [9.30, -0.67, 2.11], [7.22, 1.77, 1.85], [6.75, 0.13, 2.38], [6.01, 0.85, 0.94], [4.36, -1.51, 5.75], [2.99, -1.35, 5.13], [1.90, -0.76, 5.98], [2.78, -1.68, 3.98], [5.04, -1.95, 5.03], [4.74, -0.54, 6.06], [4.29, -2.17, 6.62], [2.18, 0.25, 6.30], [1.73, -1.39, 6.86], [0.98, -0.70, 5.41], [-4.48, -8.90, 0.89], [-3.71, -8.15, -0.17], [-3.64, -6.65, -0.03], [-3.18, -8.73, -1.09], [-4.45, -9.97, 0.67], [-4.02, -8.73, 1.87], [-5.52, -8.57, 0.90], [-3.15, -6.39, 0.91], [-4.64, -6.22, -0.06], [-3.06, -6.24, -0.85], [-2.42, 1.40, 6.44], [-3.78, 1.56, 5.82], [-4.89, 2.04, 6.73], [-3.99, 1.31, 4.66], [-1.72, 1.05, 5.68], [-2.07, 2.36, 6.82], [-2.45, 0.67, 7.25], [-4.65, 3.03, 7.12], [-5.04, 1.34, 7.55], [-5.82, 2.11, 6.16], [-0.57, 3.41, -8.16], [-1.94, 3.57, -7.55], [-2.84, 4.63, -8.14], [-2.31, 2.86, -6.64], [-0.04, 2.62, -7.65], [-0.66, 3.15, -9.22], [-0.01, 4.34, -8.05], [-3.03, 4.42, -9.19], [-2.38, 5.61, -8.03], [-3.79, 4.63, -7.61]], "lumo_energy_ev": -0.3, "smiles": "O=COCCc1c(CCCC(=O)O)c(C(=O)NC(=O)F)c(-c2cccnc2)c2c1N(C(F)(F)C(F)(F)F)c1c(I)c(S(=O)(=O)C(F)(F)C(F)(F)F)cc(F)c1S2.CC(C)=O.CC(C)=O.CC(C)=O.CC(C)=O.CC(C)=O.CC(C)=O"}



[9]
{"formula": "C5H7Cl2N", "method": "ωB97M-V/def2-TZVPD", "elements": ["C", "C", "C", "C", "C", "N", "Cl", "Cl", "H", "H", "H", "H", "H", "H", "H"], "xyz": [[0.70, -0.01, 0.67], [-0.32, 0.59, -0.98], [-0.71, 0.40, 0.58], [1.66, -0.49, 1.65], [-0.98, -0.32, -1.93], [1.04, 0.28, -0.52], [-1.96, -0.78, 1.06], [-1.06, 1.89, 1.56], [-0.45, 1.71, -1.21], [1.61, -1.65, 1.57], [1.47, -0.01, 2.68], [2.60, -0.14, 1.20], [-0.73, -1.30, -1.68], [-0.85, 0.05, -2.91], [-2.01, -0.24, -1.73]], "lumo_energy_ev": 0.8, "e_above_lowest_ev": 0.818}



[10]
{"formula": "C4H7ClO3S", "method": "ωB97M-V/def2-TZVPD", "elements": ["C", "C", "O", "O", "S", "C", "O", "C", "Cl", "H", "H", "H", "H", "H", "H", "H"], "xyz": [[0.33, -2.12, -1.25], [0.16, -0.72, -0.75], [0.77, 0.22, -1.14], [-0.81, -0.66, 0.24], [-0.97, 0.40, 1.56], [-0.76, 2.08, 0.98], [0.05, 0.03, 2.51], [-2.72, 0.18, 1.70], [-2.96, -1.33, 2.59], [1.23, -2.43, -0.74], [0.71, -2.05, -2.24], [-0.66, -2.54, -1.05], [-0.14, 2.03, 0.17], [-1.87, 2.45, 0.90], [-0.21, 2.60, 1.78], [-3.10, 1.03, 2.30]], "lumo_energy_ev": 0.5, "e_above_lowest_ev": 3.685, "smiles": "CC(=O)O[S@](C)(=O)=CCl"}



Number 1: molecular weight 636.14 g/mol. Number 2: molecular weight 606.45 g/mol. Number 3: molecular weight 278.19 g/mol. Number 4: molecular weight 75.09 g/mol. Number 5: molecular weight 438.05 g/mol. Number 6: molecular weight 102.13 g/mol. Number 7: molecular weight 88.15 g/mol. Number 8: molecular weight 1315.98 g/mol. Number 9: molecular weight 152.02 g/mol. Number 10: molecular weight 170.62 g/mol.